No. 1
The following is a DFT calculation (wB97M-V/def2-TZVPD) of C11H29BLuN2O3P2 as an isolated structure.

ORCA input file:
```
! RIJCOSX wB97M-V def2-TZVPD def2/J DEFGRID3
* xyz 2 2
Lu -0.30849 0.00107 -0.17983
H 0.31544 0.07901 -3.80134
H -1.39651 -0.01229 -2.23129
P -0.10185 -2.47612 -0.39026
P -0.16182 2.48872 -0.28336
C 1.50515 3.02354 0.20802
H 1.52863 4.11629 0.16458
H 1.75090 2.72345 1.24396
H 2.28452 2.62044 -0.44804
C -0.38017 3.25027 -1.90124
H -1.39997 3.11517 -2.29643
H -0.19980 4.32892 -1.78703
H 0.32661 2.86087 -2.65046
C -1.26688 3.40165 0.81559
H -1.14194 3.11046 1.87409
H -1.02053 4.46837 0.72295
H -2.32551 3.26305 0.55056
C 0.71939 -3.06226 -1.88843
H 0.85897 -4.14897 -1.79707
H 0.12318 -2.86323 -2.79343
H 1.70779 -2.59782 -2.03389
C 0.93848 -3.13271 0.94941
H 0.49665 -2.94183 1.95192
H 1.02580 -4.21099 0.82355
H 1.95102 -2.69067 0.94959
C -1.61474 -3.45400 -0.27745
H -2.30756 -3.24881 -1.11218
H -1.33558 -4.51675 -0.31950
H -2.16461 -3.28093 0.66324
C -2.01741 -0.07715 0.99999
O -2.91239 -0.11930 1.62463
H -2.41776 -0.88145 -3.24117
H -2.49126 0.79086 -3.22027
H -0.94629 1.03183 -4.97581
H -0.86497 -0.93933 -5.00498
B -0.83190 0.03861 -4.27519
N -1.86998 -0.02064 -3.16309
H 1.00286 0.04402 -1.33217
O 0.54134 2.06148 2.72873
C 1.29925 1.07966 2.68178
C 1.88040 0.62177 4.02392
C 1.73269 -0.88650 3.87465
C 0.72859 -0.88062 2.72303
O -0.42203 -1.33847 2.82180
N 1.12562 0.04644 1.71380
H 2.89375 0.91967 4.22755
H 1.18079 0.97485 4.78613
H 2.64467 -1.32186 3.51238
H 1.33745 -1.35776 4.76806
*
```

Frontier orbital gap (alpha / beta) (hartree): 0.2360 / 0.1159
HOMO energy (alpha / beta) (eV): -15.104 / -15.078
LUMO level (alpha / beta) (Ha): -0.3190 / -0.4382
⟨S²⟩: 0.756
Molar mass (g mol⁻¹): 485.09

---

No. 2
The following is a DFT calculation (wB97M-V/def2-TZVPD) of C23H30IrN6S as an isolated structure.

ORCA input file:
```
! RIJCOSX wB97M-V def2-TZVPD def2/J DEFGRID3
* xyz 3 1
Ir 0.32868 0.40063 -0.18916
C 0.94207 2.31748 -2.31948
N -0.00513 1.17315 -2.01200
C -1.42473 1.63830 -1.98746
C -1.70396 2.35913 -0.70614
C -2.65136 3.35089 -0.56364
C -2.88885 3.86787 0.70311
C -2.16401 3.38115 1.78320
C -1.22938 2.38909 1.56633
N -1.00547 1.88940 0.34036
C 0.18215 0.03918 -2.96759
C 1.39110 -0.75885 -2.59183
C 2.13639 -1.49833 -3.48606
C 3.16309 -2.29543 -2.99886
C 3.41967 -2.31452 -1.63420
C 2.63884 -1.54257 -0.79879
N 1.63944 -0.77955 -1.27170
C 1.94268 2.55320 -1.24379
C 2.96054 3.48555 -1.34270
C 3.82575 3.63685 -0.27234
C 3.64751 2.85331 0.86664
C 2.61365 1.94715 0.89131
N 1.77916 1.80652 -0.15467
H 1.45466 2.11249 -3.26032
H 0.35431 3.22394 -2.47484
H -1.64468 2.24460 -2.86757
H -2.06511 0.75415 -2.02594
H -3.20852 3.70020 -1.42299
H -3.63632 4.63725 0.84568
H -2.31748 3.76555 2.78184
H -0.63383 1.98637 2.37527
H -0.69077 -0.61296 -2.88605
H 0.22447 0.40639 -3.99391
H 1.90570 -1.46980 -4.54285
H 3.75109 -2.90061 -3.67636
H 4.21542 -2.91794 -1.22037
H 2.81516 -1.51160 0.26805
H 3.07121 4.08163 -2.23943
H 4.63086 4.35815 -0.32052
H 4.30214 2.94580 1.72174
H 2.43020 1.31490 1.75339
C -1.46644 -4.66488 2.08614
N -0.86308 -3.41606 1.58556
C 0.46691 -3.58448 1.01144
C -1.54677 -2.28358 1.45628
S -1.32333 -1.31644 -0.02640
N -2.48415 -1.93410 2.32059
C -3.49038 -0.90037 2.05297
C -2.52046 -2.44522 3.70194
H -1.35333 -5.42037 1.30859
H -2.52332 -4.53137 2.28359
H -0.96118 -5.01441 2.98532
H 1.00858 -4.30028 1.62730
H 1.00343 -2.64117 1.02541
H 0.41193 -3.96680 -0.00969
H -3.72602 -0.85427 0.99629
H -3.13434 0.07242 2.39598
H -4.39059 -1.15867 2.60591
H -1.59356 -2.94862 3.95189
H -3.36220 -3.11994 3.85183
H -2.64805 -1.58952 4.36371
*
```

Frontier orbital gap (hartree): 0.2495
HOMO energy (eV): -17.121
LUMO level (Ha): -0.3797
Molar mass (g mol⁻¹): 614.82

---

No. 3
The following is a DFT calculation (wB97M-V/def2-TZVPD) of C15H14N5O4RhS as an isolated structure.

ORCA input file:
```
! RIJCOSX wB97M-V def2-TZVPD def2/J DEFGRID3
* xyz 2 5
Rh 0.63359 -1.91302 -0.39644
O 3.75547 -0.03100 1.38606
C 2.64442 -0.26252 0.61584
O 2.45170 -1.66910 0.44781
C 1.34429 0.25657 1.28253
C 1.31439 1.22725 2.26121
C 0.06149 1.62114 2.75510
C -1.10072 1.18607 2.15092
C -0.99452 0.30167 1.06176
N 0.20627 -0.27333 0.81147
C -1.95972 0.16182 0.01054
O -3.95769 -0.50088 1.27534
O -1.62786 -1.22784 -1.92465
H 3.73833 -0.58961 2.17804
H 2.22923 1.65997 2.64091
H 0.00849 2.32803 3.57215
H -2.06733 1.57252 2.44511
C -0.26504 2.22095 -1.83138
C -0.20907 0.74097 -1.70575
N 0.84834 -0.00745 -1.69250
N 2.09346 0.63129 -1.72318
C 2.98819 0.40665 -0.77133
N 4.22909 0.78307 -0.92093
S 2.77837 -2.66451 -0.99490
C -1.41607 -0.02032 -1.35781
C -3.42179 0.09783 0.12126
C -4.03545 -1.24745 0.04776
C -3.31647 -2.54793 0.07799
C -2.11589 -2.95876 -0.38216
N -1.14262 -2.27241 -1.07482
H 0.62973 2.70596 -1.44338
H -1.14474 2.60535 -1.31678
H -0.37626 2.48612 -2.88692
H 2.39719 1.00899 -2.61574
H 4.58330 1.16746 -1.78650
H 4.87576 0.65396 -0.15295
H -3.99100 0.92311 -0.30551
H -5.04060 -1.29559 -0.36048
H -3.85963 -3.31067 0.62645
H -1.76860 -3.95438 -0.12412
*
```

Frontier orbital gap (alpha / beta) (hartree): 0.2715 / 0.2283
HOMO energy (alpha / beta) (eV): -14.446 / -14.872
LUMO level (alpha / beta) (Ha): -0.2594 / -0.3183
⟨S²⟩: 6.062
Molar mass (g mol⁻¹): 463.28

---

No. 4
The following is a DFT calculation (wB97M-V/def2-TZVPD) of C31H44FN5NbO3 as an isolated structure.

ORCA input file:
```
! RIJCOSX wB97M-V def2-TZVPD def2/J DEFGRID3
* xyz -1 1
C -3.51213 3.10561 2.40914
C -4.71624 4.03909 2.49024
C -5.95839 3.52670 1.80010
O -6.79894 4.29489 1.37423
O -6.06704 2.19217 1.76757
C -6.96524 1.66488 0.77543
C -6.30642 1.33865 -0.55660
Nb -4.76818 -0.36445 -0.63291
C -3.81899 0.63280 -2.45543
C -2.28020 0.76693 -2.48314
C -1.67212 1.41565 -1.25763
N -1.14205 0.64393 -0.18852
O -1.60969 2.63922 -1.19610
C -3.25188 -2.03085 -0.32249
C -2.91478 -2.60602 1.06052
C -3.39200 -1.88499 2.29298
F -1.49948 -2.71435 1.18812
H -3.65057 2.21220 3.00633
H -2.60804 3.60512 2.74233
H -3.37084 2.80418 1.37846
H -4.96423 4.25255 3.52577
H -4.46702 4.96043 1.97806
H -7.35081 0.73635 1.17986
H -7.81324 2.33138 0.65126
H -7.11118 0.92180 -1.16758
H -5.94848 2.24503 -1.04293
H -5.73144 -1.37195 -1.86551
H -5.91331 -1.08779 0.59279
H -3.81338 0.65122 0.55921
H -4.09690 0.02345 -3.31507
H -4.27060 1.60358 -2.64054
H -2.01429 1.44321 -3.29380
H -1.79725 -0.17923 -2.71850
H -0.73922 -0.22100 -0.51995
H -1.87722 0.43347 0.47745
H -3.66400 -2.85483 -0.90736
H -2.29271 -1.80445 -0.78250
H -3.29094 -3.62632 1.11196
H -2.89373 -2.33646 3.15341
H -3.13401 -0.83212 2.29826
H -4.45437 -2.02303 2.44577
N 4.09762 -1.22962 0.36071
C 3.49249 -2.40729 0.52050
C 2.14620 -2.54102 0.82623
C 1.38171 -1.39287 0.97403
C 1.99557 -0.16165 0.80881
C 3.34956 -0.13726 0.50576
H 4.12395 -3.28014 0.39003
H 1.70561 -3.52201 0.93951
H 0.32613 -1.45842 1.20654
H 1.43218 0.75730 0.90705
H 3.86875 0.80528 0.36203
N 6.35396 -3.26865 -2.22866
C 7.06903 -3.70807 -3.26153
C 7.70073 -2.87511 -4.17212
C 7.58138 -1.50546 -4.00168
C 6.84036 -1.03072 -2.93269
C 6.24728 -1.94768 -2.07424
H 7.13562 -4.78637 -3.36156
H 8.26966 -3.29078 -4.99260
H 8.05780 -0.82025 -4.69157
H 6.72001 0.03092 -2.76336
H 5.65523 -1.61531 -1.22513
N 1.62540 1.46927 -5.32844
C 0.87843 2.10217 -4.42445
C 1.15866 2.10454 -3.06585
C 2.26013 1.39777 -2.62308
C 3.04320 0.72044 -3.54394
C 2.68480 0.79553 -4.88138
H 0.01352 2.62874 -4.81185
H 0.52566 2.63050 -2.36448
H 2.48844 1.36930 -1.56701
H 3.90797 0.14670 -3.23610
H 3.27005 0.28543 -5.63938
N 4.57061 0.48548 5.59279
C 4.57191 -0.14015 4.41710
C 3.53568 -0.94693 3.97239
C 2.43481 -1.11544 4.79471
C 2.41571 -0.47202 6.02147
C 3.50391 0.31355 6.36984
H 5.45120 0.01629 3.80172
H 3.58980 -1.42802 3.00695
H 1.60404 -1.73539 4.48202
H 1.57542 -0.57386 6.69447
H 3.52628 0.83658 7.31994
*
```

Frontier orbital gap (hartree): 0.2807
HOMO energy (eV): -5.436
LUMO level (Ha): 0.0809
Molar mass (g mol⁻¹): 646.63

---

Number 1: calculated total energy -73852.1124 eV. Number 2: calculated total energy -46928.9578 eV. Number 3: calculated total energy -45241.0151 eV. Number 4: calculated total energy -50716.7721 eV.